No. 1
Here is 5 unconnected molecules or ions with the total composition C30H69N5O3 at a distorted geometry from the OMol25 dataset. Energies are from ωB97M-V with the def2-TZVPD basis set.

ORCA input file:
```
! wB97M-V def2-TZVPD RIJCOSX def2/J DEFGRID3
* xyz 0 1
H -1.863 6.415 0.169
C 7.482 -1.226 -4.780
H -6.716 -1.197 -0.254
H -6.079 -4.711 3.016
C -7.720 1.145 1.059
H -4.684 -5.613 8.030
H 3.883 1.562 -1.009
H -4.152 -6.013 6.406
H -0.064 2.189 2.701
H 10.431 -1.494 -7.025
H -8.079 0.241 0.571
C 1.625 2.514 -2.655
C 1.217 4.233 1.422
C 2.226 3.276 2.037
H 9.377 -4.681 -5.152
H 2.327 2.378 1.424
H 7.251 -1.571 -5.801
H -1.826 4.529 3.520
C -6.652 0.846 2.121
H -4.923 -6.022 3.117
H 7.218 -0.164 -4.748
C -5.409 -5.235 3.696
C -1.421 5.820 0.971
C 2.576 -1.733 -3.999
H 5.038 2.300 -2.100
C 4.006 2.338 -1.766
H 8.284 -3.577 -5.979
C 6.579 -1.966 -3.806
H 8.894 -3.140 -3.450
C 3.054 2.120 -2.882
H -7.358 1.830 0.291
H -3.503 -4.918 4.623
H 6.737 -3.045 -3.833
C 9.804 -0.644 -6.759
H 10.447 -2.629 -4.014
H -6.216 -4.582 6.420
H -7.046 -2.862 3.598
C -4.344 -4.304 4.294
H -5.500 -1.599 5.907
C 2.931 0.367 -4.356
H 3.201 3.761 2.095
H -2.180 5.717 1.746
C -5.506 -2.272 5.043
H 10.027 -3.485 -6.253
C -4.280 -5.190 7.110
C 3.428 -0.345 -5.592
H -3.300 -4.766 7.331
H -1.082 3.287 4.504
H -7.476 -1.506 4.623
H 1.958 2.976 3.049
N -5.294 0.601 1.664
H -5.136 1.816 -0.081
C -0.976 4.462 0.415
H -3.964 -0.839 1.017
C 9.397 -2.691 -4.310
H -0.474 4.634 -0.543
H -4.177 3.763 1.054
H -8.586 1.612 1.533
C -5.049 -0.707 1.079
C 9.726 -0.437 -5.241
N 3.451 1.607 -4.005
H 4.498 -0.531 -5.580
H 1.592 4.542 0.441
H -5.724 3.385 1.793
O 2.840 -1.661 -5.330
C -5.645 -1.003 -0.303
H 3.027 0.037 -6.522
C -5.227 -4.123 6.582
C -0.932 3.916 3.625
H -4.221 2.936 2.616
H -6.969 -0.011 2.721
H 1.569 3.588 -2.839
C -0.691 3.029 2.395
H -0.587 6.393 1.378
H 10.737 -0.462 -4.826
H 10.250 0.238 -7.224
H 5.538 -1.785 -4.067
O 1.864 -2.537 -3.479
H 1.347 2.351 -1.613
H -5.387 -1.474 1.783
H -7.510 -3.135 5.284
C 9.260 -3.653 -5.499
C -6.965 -2.471 4.612
H 9.363 0.579 -5.054
H -6.012 -5.719 4.466
H -1.638 2.569 2.098
H 3.773 3.293 -1.287
C -4.710 3.014 1.644
C -4.681 1.680 0.914
H -3.636 1.410 0.738
H -5.471 -0.192 -1.010
N 8.893 -1.337 -4.463
H -1.864 3.870 0.173
H 1.827 0.299 -4.446
H -3.932 -3.673 3.503
H -4.975 -1.728 4.257
H -5.361 -3.370 7.363
H 8.821 -0.785 -7.207
H 1.180 5.146 2.038
H 6.735 -1.618 -2.784
N -4.729 -3.444 5.400
H -0.086 4.574 3.831
H 0.967 1.973 -3.326
N -0.091 3.639 1.221
H -5.179 -1.900 -0.715
O 3.231 -0.703 -3.387
H -6.629 1.681 2.825
*
```

Calculated values
LUMO ... 0.141 eV

No. 2
Here is 10 unconnected molecules or ions with the total composition C30H69NO11 at a distorted geometry from the OMol25 dataset. Energies are from ωB97M-V with the def2-TZVPD basis set.

ORCA input file:
```
! wB97M-V def2-TZVPD RIJCOSX def2/J DEFGRID3
* xyz 0 1
H -2.313 -13.765 -35.625
H -6.433 -18.166 -38.342
H -3.414 -15.614 -30.731
H -8.660 -19.667 -38.707
C -5.908 -24.675 -31.322
H -0.652 -12.587 -34.226
C 0.601 -18.481 -32.261
H -8.349 -22.105 -29.045
H -4.797 -15.333 -29.763
H -0.925 -18.325 -40.983
C -7.108 -17.303 -38.281
H -5.115 -19.726 -33.477
C -6.424 -19.001 -34.733
H -0.202 -14.739 -34.564
C -7.772 -21.411 -29.674
H -6.157 -18.604 -29.918
H -5.363 -22.606 -34.829
H -8.421 -19.072 -37.258
H -6.670 -24.152 -30.641
H -7.200 -19.557 -34.165
C -6.006 -17.656 -30.282
H -3.593 -15.703 -35.068
H -7.802 -20.301 -29.196
H -10.199 -19.058 -38.167
O -5.127 -22.196 -35.651
C -8.990 -18.918 -38.054
H 1.206 -16.038 -31.051
C -4.969 -23.894 -32.253
H -7.977 -23.687 -37.225
C -6.216 -21.643 -37.916
O -1.033 -15.193 -35.011
H -4.045 -17.795 -29.467
H -5.799 -20.563 -37.964
H -1.010 -13.728 -32.975
H -3.416 -21.258 -37.625
C -2.103 -14.307 -34.732
C -2.459 -18.878 -34.496
H -4.772 -20.125 -39.806
C 0.221 -16.046 -31.437
H -0.427 -15.602 -30.880
H -6.325 -24.303 -36.993
O -9.104 -16.504 -37.682
H -8.193 -21.826 -31.711
C -0.293 -17.581 -31.369
C -4.507 -17.276 -30.343
H -5.062 -18.334 -33.454
H -6.890 -21.924 -38.635
H -8.927 -15.557 -37.921
H -7.126 -24.070 -35.627
H -5.212 -21.942 -32.462
H 0.647 -18.297 -33.411
H -7.083 -21.818 -35.942
O -3.453 -19.040 -41.802
H -9.763 -19.851 -30.165
C -3.652 -19.984 -39.671
H -0.899 -18.126 -29.722
C -0.935 -19.200 -39.224
C -8.635 -17.546 -38.509
O -5.617 -22.796 -32.766
H -10.328 -20.988 -30.831
H -1.287 -17.621 -31.871
N -5.032 -18.962 -34.045
H -6.361 -20.307 -31.750
H -8.880 -17.383 -39.551
C -3.932 -18.761 -34.985
H -5.464 -25.453 -30.621
H -3.643 -23.985 -33.958
H -4.797 -15.638 -31.537
H -2.957 -15.825 -33.415
H -6.678 -16.691 -38.947
H -2.466 -18.584 -33.515
C -2.932 -20.326 -38.423
C -1.603 -19.960 -38.053
H -4.200 -18.922 -31.589
H -6.847 -21.812 -29.638
H -6.701 -17.143 -29.690
H -3.632 -20.701 -32.082
C -1.616 -18.789 -40.419
C -4.416 -15.868 -30.563
H -7.005 -16.717 -37.261
H 0.175 -18.925 -39.186
H -6.394 -17.658 -31.182
C -8.116 -20.991 -31.108
H -6.396 -17.978 -34.930
O -4.041 -18.605 -36.254
H -1.850 -18.277 -35.023
O -0.034 -18.080 -30.074
H 0.098 -15.497 -32.400
H -10.060 -19.866 -31.850
H -5.196 -25.056 -34.219
O -1.078 -20.377 -37.090
H 0.434 -19.447 -31.915
C -6.333 -22.366 -36.500
H -6.348 -19.609 -35.551
O -4.634 -20.439 -32.007
C -9.585 -20.337 -31.043
H -6.607 -25.329 -31.895
H -4.187 -23.567 -31.617
O -7.275 -20.146 -31.717
H -2.122 -19.882 -34.494
H 1.687 -18.596 -31.996
H -2.088 -12.443 -33.241
O -4.117 -17.860 -31.570
C -1.502 -13.272 -33.800
H -3.853 -14.319 -33.765
C -3.213 -15.092 -34.214
H -5.320 -22.250 -38.448
C -7.023 -23.749 -36.565
H -3.757 -25.167 -32.876
C -2.938 -19.253 -40.703
C -4.381 -24.670 -33.416
*
```

Calculated values
LUMO ... -1.933 eV
Energy above the lowest of the compared OMol25 structures with the same formula, charge and spin ... 201.6 kJ/mol